# 1
{"formula": "C22H48BGaN3O4", "method": "ωB97M-V/def2-TZVPD", "elements": ["H", "C", "H", "H", "H", "N", "H", "H", "H", "N", "C", "H", "H", "H", "H", "H", "H", "C", "H", "H", "C", "O", "H", "C", "C", "C", "H", "H", "H", "H", "B", "H", "Ga", "C", "H", "H", "C", "O", "O", "H", "H", "H", "H", "C", "C", "H", "H", "C", "H", "H", "H", "H", "H", "H", "C", "H", "H", "H", "C", "C", "O", "H", "H", "C", "H", "C", "C", "H", "H", "H", "C", "N", "C", "H", "H", "C", "C", "H", "H"], "xyz": [[5.319483, -1.987459, -4.092287], [-3.616471, -0.625392, -0.640471], [-6.050325, 2.445335, -0.213442], [5.079591, -2.849663, 3.454774], [5.767152, 0.433894, -3.803828], [0.565233, -0.126728, -2.829546], [0.960598, 0.392015, 4.725090], [5.411859, 2.916367, -4.199508], [2.047131, -0.085439, -1.377806], [2.596246, -0.990619, 2.041767], [1.770388, 0.348683, 3.992589], [4.457131, -1.853942, -2.456243], [4.839910, -1.968136, 0.863059], [-4.898933, -2.349597, -0.227832], [-0.641741, -0.171763, 2.756898], [0.006163, -1.855910, 4.100315], [0.869196, -2.816494, 2.904976], [-3.145963, 0.596185, 0.148682], [5.104046, -0.235232, 1.077771], [-6.631748, 0.398837, -3.330103], [1.698960, 0.587309, -2.160154], [3.186345, 4.224006, -2.462172], [0.401381, 0.727871, 1.673405], [1.443586, -0.713817, 2.940174], [3.933342, -1.177190, 2.668709], [-4.294988, 1.494242, 0.604945], [-5.668681, 1.877858, -3.245774], [-7.213977, 1.794934, -2.419042], [-0.598601, 0.313284, -4.538542], [-3.530351, -2.191312, 0.864340], [3.901184, 3.170343, -3.070606], [4.403108, 0.866624, 3.173599], [3.172593, 1.202216, -3.454112], [-5.661015, 0.695324, -1.409271], [5.990853, -1.379483, 2.067648], [0.020059, -0.959002, 1.320627], [4.230894, -0.080818, 3.693242], [-3.865833, 0.262147, -2.718585], [2.669453, -0.033240, 1.174599], [-2.570445, 0.269929, 1.017511], [-2.461478, 1.189137, -0.465699], [-1.188064, 0.983941, -3.052547], [1.237148, 1.441768, -1.661184], [-6.325057, 1.219967, -2.680163], [-2.400995, -1.370913, -1.192592], [-2.712251, -2.257937, -1.748658], [-3.887429, 2.395763, 1.067407], [5.024710, -1.185859, 1.600601], [3.030117, -0.741553, 5.381127], [-7.679419, 0.562466, -0.619041], [1.641473, -2.348602, 4.425095], [1.804901, 1.332341, 3.514217], [3.538687, -3.325803, 2.755168], [-1.782744, -0.756753, -1.843536], [-6.780415, -0.053955, -0.661750], [5.160337, -0.318295, 4.216584], [-4.890407, 1.000488, 1.379285], [3.329768, 0.978328, 5.337814], [4.034359, -2.558328, 3.350604], [-0.266995, 0.772356, -3.609374], [5.221080, 3.473489, -3.433777], [2.554987, 4.533650, -3.124027], [2.500744, 1.239266, -4.934788], [3.102556, 0.116500, 4.706064], [0.208100, 1.730974, -3.827950], [4.839159, -1.358500, -3.340461], [-5.182852, 1.887378, -0.575175], [-1.765799, -1.692361, -0.367939], [-4.909582, -1.158273, 1.081502], [-6.535403, -0.294622, 0.369617], [0.242038, -0.251027, 2.120803], [-4.549135, -0.239456, -1.741609], [4.809085, -0.027671, -3.540319], [-4.620912, 2.574178, -1.215584], [0.932861, -0.861788, -3.414286], [-4.289396, -1.629707, 0.320423], [0.979038, -2.010115, 3.631355], [3.620775, -2.578588, 4.357494], [-7.040402, -0.978048, -1.180099]], "forces_ev_per_a": [[1.188, -0.263, 0.744], [0.160, -1.447, 1.183], [-0.097, -0.075, -0.093], [0.043, 0.107, -0.089], [-0.259, -0.218, -1.851], [0.040, 0.002, 0.165], [-0.083, -0.088, -0.077], [0.261, -0.216, 0.507], [0.224, 0.105, 0.187], [0.363, 2.180, 0.162], [0.480, 0.295, 0.066], [-1.472, -0.214, -0.525], [-0.026, 0.029, -0.028], [-0.010, 0.023, -0.023], [0.097, -0.114, 0.170], [-0.017, 0.121, -0.077], [0.050, 0.013, -0.030], [-0.145, 0.577, -0.075], [-0.153, -0.031, -0.060], [0.036, -0.015, 0.001], [-0.307, -0.389, -0.536], [0.405, 0.268, -0.218], [0.111, -0.078, -0.120], [-1.293, -1.065, 0.820], [0.978, -1.384, 0.548], [-0.049, -0.072, -0.047], [0.091, -0.117, -0.020], [-0.005, -0.051, 0.150], [0.096, -0.022, -0.193], [0.113, 0.054, -0.094], [0.100, -0.181, -0.176], [-0.060, -0.055, -0.129], [-0.140, 0.304, 0.732], [-1.676, -0.234, 0.524], [-0.064, -0.066, 0.134], [0.052, 0.032, -0.047], [-0.299, 0.388, 0.178], [-0.156, -0.537, -0.503], [-0.004, -0.383, -0.556], [0.016, -0.169, -0.064], [-0.013, -0.102, -0.124], [-0.048, 0.203, 0.033], [0.108, 0.105, 0.196], [0.328, 0.029, -0.402], [0.008, 0.294, -0.584], [-0.024, 0.002, -0.006], [-0.016, 0.001, 0.010], [-0.123, 0.344, -0.396], [0.010, -0.031, -0.047], [0.052, 0.087, -0.099], [0.065, -0.017, -0.065], [0.008, -0.065, -0.143], [-0.030, 0.025, -0.014], [-0.009, -0.029, -0.018], [0.000, -0.104, 0.272], [0.026, -0.114, -0.084], [0.002, -0.033, -0.025], [-0.007, -0.013, 0.015], [-0.179, -0.091, 0.195], [-0.467, -0.206, 0.326], [-0.397, 0.512, -0.271], [-0.128, -0.130, 0.341], [0.147, -0.274, -0.082], [-0.035, -0.053, -0.075], [0.215, -0.020, -0.178], [0.572, 0.115, -0.537], [0.513, 0.118, 0.180], [-0.087, 0.030, 0.098], [-0.071, -0.003, -0.066], [0.066, -0.057, -0.038], [0.037, 0.280, -0.426], [1.221, 1.851, -0.158], [-0.309, 0.402, 1.547], [0.025, -0.112, -0.104], [0.134, 0.146, -0.194], [-0.286, 0.076, 0.133], [0.141, -0.152, 0.203], [-0.097, -0.007, -0.045], [0.057, -0.018, -0.006]], "homo_energy_ev": [-3.35, -3.35], "e_tot_ha": -3281.76826, "multiplicity": 3, "total_charge": -1}

=====

# 2
{"formula": "C27H30BrClN3O7Sr", "method": "ωB97M-V/def2-TZVPD", "elements": ["Sr", "Br", "H", "H", "H", "O", "H", "C", "H", "O", "O", "H", "C", "C", "H", "C", "C", "C", "C", "H", "C", "H", "H", "H", "H", "H", "H", "O", "C", "C", "C", "O", "H", "C", "O", "C", "Cl", "N", "H", "C", "C", "C", "C", "H", "N", "H", "H", "N", "C", "C", "C", "C", "C", "O", "C", "H", "C", "H", "H", "C", "H", "C", "H", "C", "H", "H", "H", "H", "H", "H"], "xyz": [[0.442011, -1.996643, 1.489507], [3.091711, -1.670592, -0.605862], [-2.112538, 0.291867, -2.384046], [2.202652, 3.709544, -4.607391], [1.005507, 1.857242, -5.879138], [-1.225601, -5.347074, 1.900162], [-0.693214, 3.747806, -2.607928], [0.450651, 1.259340, -1.940256], [-7.858624, -0.236155, 2.174876], [-4.293588, -2.299405, 0.427466], [0.545529, -0.177172, -0.023310], [-0.014045, 3.388278, -0.230520], [1.091500, 1.664495, -3.096476], [3.457916, -1.164461, 6.016996], [-1.695075, 2.988087, 0.157379], [2.277301, -0.263183, -1.616104], [1.060158, 0.247993, -1.125637], [-6.189632, -1.237017, 1.304012], [2.311608, 1.146311, -3.547595], [4.676168, 1.419003, -6.081038], [2.081398, -1.044186, 5.966887], [-6.739457, -1.646808, 0.466685], [-0.529029, -0.824136, 5.666757], [3.972128, -1.155774, 6.969555], [-6.538892, 0.681072, 4.073231], [4.166122, -0.073458, -5.290160], [-1.693638, 0.013203, -0.686597], [0.928811, -6.291017, 1.899907], [3.446401, -1.301864, 3.642726], [-4.070469, -1.018707, 2.460258], [-4.824446, -1.528252, 1.388692], [-2.048979, -1.900811, 1.595037], [0.617730, 2.428745, -3.700286], [-1.384148, 2.905953, -2.517762], [0.569638, -4.183748, 2.896007], [4.266959, 1.005234, -5.156778], [0.167386, -5.096735, 1.830885], [2.125253, -1.185811, 3.580374], [3.832763, -0.301753, -3.069251], [-0.734368, 2.569380, -0.155029], [-2.606552, -1.290184, 2.563308], [4.161946, -1.295661, 4.830123], [-1.964714, 0.772716, -1.413923], [3.954949, -1.396242, 2.689234], [-0.678124, -0.991712, 3.616976], [1.780886, 0.288883, -6.092350], [3.596317, 3.553971, -5.681483], [-2.023860, -0.869832, 3.679024], [-6.800241, -0.452498, 2.258948], [1.967308, 1.361432, -6.016572], [-4.716527, -0.226779, 3.411875], [-0.887198, 1.864463, -1.512377], [2.920033, 1.661049, -4.850607], [0.481698, -4.370126, 0.592185], [-6.063757, 0.061419, 3.323915], [5.237928, -1.394793, 4.812811], [-0.022159, -0.941045, 4.708759], [-0.394152, 1.872145, 0.606088], [-2.344573, 3.298159, -2.177779], [2.898479, 0.156819, -2.778063], [-2.916914, 1.215292, -1.108364], [3.142244, 3.177545, -4.760511], [3.802146, 3.418997, -3.925365], [1.439804, -1.062573, 4.727366], [4.990126, 1.184922, -4.359020], [2.394493, 1.707142, -6.962348], [-4.120617, 0.158912, 4.227357], [1.495526, -0.941500, 6.870135], [-1.534692, 2.472845, -3.509509], [-3.331375, -2.372558, 0.643933]], "forces_ev_per_a": [[0.086, 0.437, -0.247], [0.022, 0.006, 0.041], [0.016, -0.002, -0.001], [-0.007, 0.003, 0.011], [-0.009, -0.001, 0.007], [-0.449, -0.176, 0.044], [-0.006, 0.002, -0.001], [0.088, -0.060, 0.065], [-0.004, 0.001, -0.002], [-0.010, -0.010, 0.020], [-0.072, -0.139, 0.101], [0.008, -0.008, -0.003], [-0.004, 0.005, -0.045], [-0.065, 0.008, -0.015], [-0.007, -0.003, 0.000], [-0.064, 0.068, -0.046], [0.014, 0.038, -0.014], [0.036, -0.046, -0.055], [0.020, 0.001, -0.008], [-0.006, 0.005, -0.009], [0.170, -0.012, -0.074], [-0.017, 0.006, 0.004], [-0.053, 0.024, -0.037], [0.020, -0.006, -0.005], [-0.005, -0.002, -0.001], [-0.001, -0.009, 0.005], [0.020, -0.035, 0.030], [0.198, -0.378, -0.002], [0.058, 0.042, -0.019], [-0.002, -0.004, 0.062], [0.001, 0.005, 0.036], [0.289, 0.073, 0.114], [0.037, -0.035, 0.017], [-0.028, 0.027, -0.004], [-0.009, 0.083, 0.484], [-0.008, -0.025, 0.019], [0.396, 0.353, -0.256], [-0.336, -0.169, -0.076], [0.009, -0.024, 0.023], [-0.007, -0.024, -0.020], [-0.386, 0.089, -0.066], [0.020, -0.001, -0.044], [0.003, 0.013, -0.009], [0.020, -0.013, 0.007], [0.107, -0.324, -0.117], [0.009, -0.010, -0.002], [-0.003, 0.002, -0.010], [0.045, 0.115, 0.070], [0.008, 0.006, 0.007], [0.002, 0.014, -0.013], [0.032, 0.001, 0.016], [-0.031, 0.049, -0.003], [0.012, 0.008, -0.008], [-0.124, -0.229, -0.225], [-0.024, 0.012, 0.011], [0.006, 0.004, 0.014], [-0.019, 0.099, 0.064], [0.014, -0.018, 0.023], [-0.011, 0.004, 0.015], [0.033, 0.006, -0.051], [0.001, 0.007, 0.002], [-0.008, 0.000, -0.001], [0.014, -0.002, 0.002], [-0.046, 0.101, 0.224], [0.005, 0.009, 0.006], [0.002, 0.010, -0.005], [0.006, -0.010, -0.005], [-0.013, -0.004, -0.004], [-0.011, 0.004, 0.005], [0.021, 0.038, -0.047]], "de_lowest_kcal_mol": 3.1, "homo_energy_ev": -4.90, "e_tot_ha": -4802.75010, "multiplicity": 1, "total_charge": -1}

=====

# 3
{"formula": "CH5NOS", "method": "ωB97M-V/def2-TZVPD", "elements": ["O", "H", "H", "S", "H", "N", "H", "H", "C"], "xyz": [[-1.603046, 1.031518, 0.235805], [0.714338, 2.025102, -1.527704], [0.235395, 0.304018, -0.347905], [0.111330, -2.917893, 1.281318], [-0.133595, 3.154607, -0.483949], [-0.030856, 2.240951, -0.889127], [0.184453, -4.220800, 1.675675], [1.011872, -2.738535, 0.262214], [-0.489892, 1.121032, -0.206326]], "forces_ev_per_a": [[0.440, -0.189, 0.974], [0.419, 0.623, 0.274], [-0.251, -0.464, 0.411], [-0.279, 0.499, 0.105], [-0.186, 0.128, -0.353], [0.136, -0.784, 0.491], [0.604, 0.478, -0.802], [-0.321, -0.981, 0.693], [-0.563, 0.690, -1.794]], "de_lowest_kcal_mol": 17.6, "homo_energy_ev": -9.75, "e_tot_ha": -569.26012, "multiplicity": 1, "smiles": "NC=O.S", "total_charge": 0}